Below is C18H31Br3F3I2N4O5P2 as an isolated structure, with properties calculated with ωB97M-V/def2-TZVPD.

XYZ file:
```
68
Properties=species:S:1:pos:R:3:nbo_charge:R:1
C -9.1481 -1.8867 -3.2027 -0.626
C -8.6217 -2.2195 -1.7744 -0.715
P -6.9053 -2.9047 -1.6372 0.794
C -6.5055 -3.7217 -3.2633 -0.924
C -5.6373 -1.5492 -1.5087 0.176
N -4.5954 -1.7981 -0.7159 -0.480
C -3.7946 -0.7099 -0.8054 0.565
N -2.6433 -0.5970 -0.1615 -0.100
O -1.8590 0.5194 -0.2269 -0.507
C -2.2024 -1.7400 0.6746 -0.234
C -0.8449 -1.5098 1.3228 -0.500
C 0.3696 -1.5894 0.3918 0.263
F 0.7187 -0.3765 -0.1258 -0.340
Br 0.1612 -2.8146 -1.1056 0.057
C 1.6282 -2.0555 1.1970 0.583
F 2.6753 -2.0000 0.3323 -0.323
F 1.8882 -1.1794 2.1757 -0.311
Br 1.5454 -3.8802 1.8120 0.064
N -4.3367 0.2091 -1.6288 -0.273
C -3.8961 1.4733 -2.0804 -0.103
I -2.8851 1.4291 -3.9575 0.203
C -4.1154 2.5985 -1.3962 -0.105
C -4.8351 2.5600 -0.0633 -0.679
I -3.4701 4.4541 -2.1309 0.277
N -5.5197 -0.3387 -2.0814 -0.283
Br -6.6606 0.4501 -3.2748 0.396
H -9.7341 -2.7396 -3.5521 0.223
H -8.3643 -1.7256 -3.9389 0.203
H -9.8229 -1.0316 -3.1356 0.226
H -9.2703 -3.0070 -1.3822 0.256
H -8.7455 -1.3742 -1.0919 0.244
H -5.7082 -3.2083 -3.8030 0.240
H -7.3997 -3.8647 -3.8697 0.251
H -6.1311 -4.7172 -3.0177 0.255
H -1.3937 0.5405 -1.0803 0.493
H -2.2951 -2.6764 0.1288 0.249
H -2.9324 -1.7947 1.4907 0.227
H -0.8179 -0.5474 1.8379 0.264
H -0.7451 -2.2743 2.0966 0.266
H -4.5381 3.4481 0.4957 0.254
H -5.9112 2.6283 -0.2409 0.247
H -4.5473 1.6812 0.5131 0.229
O 8.0208 2.8556 2.4565 -1.004
P 6.8195 2.0012 2.2566 2.469
O 7.4023 0.4815 2.1508 -0.793
C 7.9198 -0.1437 3.3285 -0.069
C 6.8386 -0.4378 4.3520 -0.637
O 6.5176 2.3164 0.6770 -0.847
C 7.1384 3.3996 -0.0144 -0.056
C 8.3779 2.9316 -0.7484 -0.632
O 5.2755 1.5302 2.5215 -0.790
C 4.1507 1.9985 1.7598 -0.048
C 3.8603 1.0827 0.5919 -0.639
H 8.7041 0.4831 3.7624 0.187
H 8.3812 -1.0765 3.0057 0.189
H 6.4098 0.4860 4.7497 0.203
H 7.2482 -1.0069 5.1873 0.220
H 6.0243 -1.0052 3.9014 0.214
H 7.3608 4.2230 0.6623 0.194
H 6.4069 3.7760 -0.7347 0.170
H 9.0503 2.3816 -0.0911 0.225
H 8.9188 3.7782 -1.1733 0.213
H 8.0989 2.2535 -1.5572 0.204
H 4.2937 3.0310 1.4461 0.188
H 3.2894 1.9900 2.4321 0.179
H 4.7283 0.9126 -0.0403 0.241
H 3.0655 1.4964 -0.0326 0.207
H 3.5452 0.1013 0.9342 0.208
```

Results
- DFT total energy: -288416.020 eV
- Highest occupied orbital energy: -11.42 eV
- LUMO: -3.887 eV
- Kohn-Sham gap: 7.5 eV
- Charge: +1